1.
Molecular formula: C21H18N2O3S2
Method: DFT, ωB97M-V with the def2-TZVPD basis set

Values from the calculation:
Max |F| in eV Å⁻¹: 5.6
Kohn-Sham gap in Ha: 0.323
Relative energy (zero: lowest compared OMol25 entry of this formula, charge and spin) in kcal per mole: 37.8

Each line ends with the Löwdin charge.
Element x y z (Å)
H -0.56196 3.97158 -0.06372  0.093
H 1.30132 -2.86863 2.22342  0.132
C -2.24925 3.03092 3.38719  -0.170
C -0.25397 3.82541 2.07273  -0.613
C 3.87504 -1.85382 -0.50018  -0.059
O 0.66347 0.22191 -3.31305  0.075
C -0.03768 -1.32827 2.63605  0.013
N -2.11451 1.79264 2.64450  0.065
C 0.45965 -2.07040 0.40096  -0.372
H -3.31285 3.22866 3.52343  0.123
H 5.29509 0.80101 -1.85316  0.100
C -1.00713 -0.15857 0.80829  0.086
S 1.28964 -3.00474 -0.78057  1.072
C -1.42312 0.74070 3.20643  -0.442
H 5.75414 -0.93010 -0.25681  0.127
C 0.55427 -2.21249 1.74521  -0.052
C -1.54958 4.16585 2.60736  -0.208
C 2.03449 2.85716 1.76383  -0.420
H -2.14744 4.37346 1.70945  0.118
H -1.78772 2.97162 4.32067  0.091
S 1.06979 3.40629 3.06455  1.037
C -0.80993 -0.21341 2.17927  -0.095
C 4.74335 -0.86777 -0.71698  -0.089
H -1.47527 -2.27796 -2.30696  0.112
C 2.17969 -0.57856 -1.70050  -0.125
O -1.40738 0.58699 4.40081  0.089
H 1.82001 3.14260 -0.46996  0.062
H -1.77839 -0.71204 -3.17795  0.087
C 3.19127 0.37266 -2.15071  0.031
H 2.97822 2.27723 1.96426  0.081
H -2.51661 -0.99721 -1.68345  0.072
H 4.28752 -2.69904 -0.00423  0.110
N -0.40931 -0.68218 -1.49960  -0.065
C 0.10131 3.73409 0.73366  -0.107
H -1.44423 5.09774 3.30169  0.154
C -0.25800 -1.03570 -0.16416  -0.224
C -1.60932 -1.15391 -2.20582  -0.013
H -1.71366 0.59892 0.37822  0.128
H 0.27056 -1.39750 3.66060  0.115
C 2.56945 -1.69234 -1.02919  -0.255
C 1.48669 3.19596 0.51216  -0.129
O 2.06043 -4.00957 0.04984  -0.515
H 2.94946 1.03299 -2.89031  0.083
C 0.79108 -0.42528 -2.27602  -0.329
H -1.96127 1.87898 1.67161  0.079
C 4.44478 0.20626 -1.58071  -0.054

=====

2.
Molecular formula: O3PS2
Method: DFT, ωB97M-V with the def2-TZVPD basis set

Values from the calculation:
Max |F| in eV Å⁻¹: 1.9
Kohn-Sham gap in Ha: 0.220
Relative energy (zero: lowest compared OMol25 entry of this formula, charge and spin) in kcal per mole: 49.9
SMILES string: [O-]S12(=S)OP1O2
Net charge: -1

Each line ends with the Löwdin charge.
Element x y z (Å)
O -0.28048 1.01294 1.30355  -0.396
S 2.25172 0.22986 0.20219  0.172
P -0.75961 -1.16662 -1.41357  0.595
O -0.35009 -1.18310 0.35453  -0.683
O -0.41396 0.58107 -1.11207  -0.689
S 0.31667 0.22051 0.25794  0.001

=====

3.
Molecular formula: C30H30N6O2OsS3Si
Method: DFT, ωB97M-V with the def2-TZVPD basis set

Values from the calculation:
Max |F| in eV Å⁻¹: 1.4
Kohn-Sham gap (spin up / spin down) in Ha: 0.186 / 0.189
Relative energy (zero: lowest compared OMol25 entry of this formula, charge and spin) in kcal per mole: 0.0
Net charge: +2

Each line ends with the Löwdin charge.
Element x y z (Å)
H -5.08173 1.19035 5.71956  0.105
N -1.32102 -0.53349 -0.31745  -0.146
C 2.22319 0.03018 -0.80269  -0.065
C -6.04252 0.34896 -0.96162  -0.053
C -4.31829 1.18476 0.49484  -0.028
H -3.69096 -1.95539 1.36156  0.025
Si -1.62978 -2.31453 0.02964  0.475
H -0.97975 1.23655 6.81867  0.139
H 3.74401 -1.18995 2.48462  0.140
C 3.33873 -0.85301 1.54016  0.042
C -0.41510 0.83528 4.78566  0.014
S -1.41394 5.09019 0.13259  1.061
H -0.56842 -3.90240 1.50119  0.058
C -2.22296 0.19515 3.32507  -0.035
H -1.71994 2.21231 -4.65715  0.134
H -0.43106 3.93697 -3.37065  0.102
C -5.65996 1.27476 -1.92328  -0.048
C -2.87895 4.36476 -0.53645  -1.063
C -2.43592 -0.37696 -2.58304  0.013
Os -0.35022 0.95469 0.47190  1.343
N -2.90077 3.02734 -0.17216  -0.105
C -3.55790 0.82270 6.84782  -0.472
H 5.09050 -1.30200 0.37988  0.136
C -2.66704 0.69812 5.63334  -0.098
C -0.01508 3.15965 -2.73288  0.004
H -0.93860 -4.28633 -1.20597  0.051
C -3.42469 -2.48398 0.44566  -0.146
H -0.25142 -2.86291 -1.97607  0.044
C -4.62501 2.16543 -1.68225  -0.057
H -5.67773 -0.37998 1.02396  0.113
H 4.06333 -0.49948 -1.74567  0.131
C -1.15283 -3.25592 -1.50052  -0.150
H -4.06855 -2.13112 -0.36167  0.031
H -0.90168 -2.43697 2.41535  0.036
H -3.64163 -3.54434 0.60356  0.060
C -0.87954 0.45186 3.53140  -0.256
C -3.95507 2.11455 -0.46693  -0.223
C -0.54656 -2.81031 1.45348  -0.146
C 3.51443 -0.46746 -0.81543  0.008
N 0.01530 0.29496 2.42617  -0.089
O -4.86959 1.01401 6.64302  0.148
H 0.62512 1.09074 4.94432  0.127
S -3.94746 5.28508 -1.32947  0.757
N -1.83353 2.59957 0.59174  -0.138
H -3.09264 0.15602 -4.55742  0.133
C -1.71614 1.59160 -3.77176  0.017
H -2.54940 -0.15934 2.35587  0.070
C -1.63832 0.05199 -1.54848  -0.407
H -6.87174 -0.32064 -1.14486  0.118
H -1.94167 -3.29707 -2.25142  0.038
H 1.73642 0.39179 -1.69770  0.120
N 1.50630 0.08760 0.32561  -0.089
H -3.01056 -1.28886 -2.51788  0.114
N -0.92552 1.20634 -1.59858  0.008
C -0.91411 1.96771 -2.68562  -0.281
C -5.36703 0.31308 0.25008  -0.078
C -0.95625 3.56162 0.74081  -1.080
H 0.17082 3.57152 -1.74061  0.042
H 0.49670 -2.52897 1.31067  0.022
H -4.34973 2.88297 -2.44006  0.080
O -3.10476 0.74632 7.94865  0.163
C -1.31162 0.94654 5.83089  0.032
H -6.18087 1.32506 -2.87042  0.121
S 0.58009 2.95435 1.22303  0.691
C -2.47401 0.43715 -3.71559  -0.002
H -4.15974 0.07192 4.20325  0.125
C 1.16986 -0.22247 2.63139  -0.059
C 4.08113 -0.91368 0.36828  0.014
C 2.05568 -0.34485 1.48671  -0.246
H 0.94924 2.86992 -3.15863  0.103
H -3.82605 1.19520 1.45600  0.086
H 1.46257 -0.59765 3.60571  0.160
C -3.11842 0.31556 4.37616  0.007

=====

Number 1: calculated total energy -52859.74768 eV. Number 2: calculated total energy -37101.71388 eV. Number 3: calculated total energy -87471.57442 eV.